{
  "formula": "C63H114F30N11O24S10",
  "method": "ωB97M-V/def2-TZVPD",
  "orbital_gap_ev": 6.745,
  "spin_multiplicity": 1,
  "charge": 1,
  "homo_ev": -10.86,
  "elements": ["C", "C", "C", "C", "C", "C", "N", "O", "C", "C", "C", "H", "H", "H", "H", "H", "H", "H", "H", "H", "H", "H", "H", "H", "H", "H", "H", "H", "H", "C", "C", "C", "C", "C", "C", "N", "O", "C", "C", "C", "H", "H", "H", "H", "H", "H", "H", "H", "H", "H", "H", "H", "H", "H", "H", "H", "H", "H", "C", "C", "C", "C", "C", "C", "N", "O", "C", "C", "C", "H", "H", "H", "H", "H", "H", "H", "H", "H", "H", "H", "H", "H", "H", "H", "H", "H", "H", "C", "C", "C", "N", "C", "C", "C", "C", "C", "C", "H", "H", "H", "H", "H", "H", "H", "H", "H", "H", "H", "H", "H", "H", "H", "H", "H", "H", "H", "H", "C", "C", "C", "N", "C", "C", "C", "C", "C", "C", "H", "H", "H", "H", "H", "H", "H", "H", "H", "H", "H", "H", "H", "H", "H", "H", "H", "H", "H", "H", "C", "C", "N", "C", "C", "C", "C", "C", "O", "C", "H", "H", "H", "H", "H", "H", "H", "H", "H", "H", "H", "H", "H", "H", "H", "H", "H", "H", "H", "H", "C", "F", "F", "F", "S", "O", "O", "N", "S", "O", "O", "C", "F", "F", "F", "C", "F", "F", "F", "S", "O", "O", "N", "S", "O", "O", "C", "F", "F", "F", "C", "F", "F", "F", "S", "O", "O", "N", "S", "O", "O", "C", "F", "F", "F", "C", "F", "F", "F", "S", "O", "O", "N", "S", "O", "O", "C", "F", "F", "F", "C", "F", "F", "F", "S", "O", "O", "N", "S", "O", "O", "C", "F", "F", "F"],
  "coordinates": [[-8.508, -35.051, -2.726], [-9.285, -35.935, -1.743], [-8.915, -37.437, -1.899], [-7.545, -37.896, -1.463], [-7.260, -37.537, -0.036], [-7.591, -36.129, 0.320], [-8.994, -35.683, -0.318], [-9.827, -35.318, 0.465], [-6.579, -35.122, -0.147], [-7.616, -36.055, 1.901], [-10.761, -35.780, -1.909], [-8.564, -34.029, -2.414], [-8.956, -35.170, -3.701], [-7.474, -35.202, -2.758], [-9.063, -37.677, -2.973], [-9.786, -38.011, -1.505], [-6.796, -37.367, -2.055], [-7.326, -38.947, -1.616], [-6.255, -37.661, 0.289], [-7.960, -38.064, 0.636], [-5.599, -35.349, 0.253], [-6.826, -34.142, 0.206], [-6.369, -35.116, -1.202], [-6.603, -36.267, 2.240], [-8.240, -36.789, 2.315], [-7.866, -35.071, 2.238], [-11.268, -36.706, -1.785], [-10.881, -35.565, -3.032], [-11.203, -34.940, -1.368], [-5.952, -28.816, 1.143], [-7.396, -29.219, 1.169], [-8.318, -28.028, 1.329], [-8.541, -27.162, 0.053], [-8.913, -28.033, -1.124], [-7.795, -29.077, -1.470], [-7.574, -29.909, -0.262], [-7.603, -31.032, -0.265], [-6.414, -28.506, -1.961], [-8.378, -30.053, -2.472], [-7.619, -30.375, 2.152], [-5.328, -29.568, 0.684], [-5.690, -28.693, 2.212], [-5.812, -27.844, 0.642], [-7.868, -27.404, 2.144], [-9.289, -28.409, 1.732], [-7.656, -26.568, -0.227], [-9.323, -26.485, 0.256], [-9.129, -27.507, -2.038], [-9.828, -28.625, -0.899], [-6.027, -27.642, -1.404], [-6.589, -28.318, -3.046], [-5.707, -29.313, -1.890], [-8.860, -29.549, -3.328], [-9.172, -30.681, -1.966], [-7.673, -30.833, -2.864], [-7.393, -29.944, 3.129], [-7.043, -31.302, 1.865], [-8.587, -30.718, 1.983], [-0.121, -31.002, 2.281], [0.787, -29.826, 1.836], [0.243, -29.279, 0.420], [-0.863, -28.153, 0.408], [-0.588, -27.175, 1.531], [-0.621, -27.750, 2.971], [0.536, -28.841, 2.901], [1.378, -28.728, 3.721], [-1.983, -28.570, 3.428], [-0.290, -26.814, 4.035], [2.205, -30.197, 1.778], [0.102, -31.699, 1.516], [-1.159, -30.668, 2.447], [0.262, -31.558, 3.150], [-0.114, -30.174, -0.039], [1.126, -28.886, -0.153], [-1.809, -28.616, 0.594], [-0.824, -27.651, -0.624], [-1.366, -26.336, 1.521], [0.383, -26.699, 1.387], [-2.302, -29.003, 2.523], [-2.525, -27.830, 3.867], [-1.784, -29.325, 4.089], [-1.130, -26.165, 4.303], [0.614, -26.217, 3.772], [-0.108, -27.209, 5.007], [2.404, -30.858, 0.914], [2.530, -30.727, 2.676], [2.770, -29.289, 1.594], [-10.648, -26.314, -5.728], [-11.393, -26.765, -4.430], [-12.382, -25.750, -3.910], [-13.333, -26.180, -2.828], [-14.146, -24.999, -2.378], [-15.066, -25.050, -1.159], [-14.299, -25.632, 0.048], [-13.508, -26.856, -0.393], [-12.593, -26.647, -1.575], [-14.269, -27.299, -3.285], [-11.293, -26.235, -6.624], [-9.861, -27.063, -5.865], [-10.130, -25.346, -5.601], [-10.658, -26.987, -3.722], [-11.828, -27.731, -4.647], [-13.083, -25.340, -4.650], [-11.869, -24.852, -3.615], [-13.316, -24.268, -2.141], [-14.831, -24.713, -3.204], [-15.481, -24.088, -0.968], [-15.898, -25.752, -1.375], [-13.571, -24.911, 0.397], [-15.066, -25.783, 0.773], [-12.901, -27.229, 0.414], [-14.200, -27.732, -0.543], [-11.979, -25.733, -1.415], [-11.894, -27.457, -1.787], [-14.994, -27.528, -2.460], [-13.659, -28.196, -3.485], [-14.719, -26.991, -4.204], [-4.994, -30.868, 10.478], [-5.956, -31.286, 9.413], [-6.862, -30.104, 9.132], [-7.761, -30.273, 7.934], [-8.812, -31.389, 8.260], [-10.085, -31.348, 7.489], [-10.827, -29.985, 7.550], [-9.789, -28.911, 7.160], [-8.503, -28.961, 7.938], [-7.077, -30.501, 6.670], [-4.332, -31.722, 10.803], [-5.441, -30.626, 11.443], [-4.431, -29.965, 10.107], [-6.542, -32.143, 9.685], [-5.262, -31.585, 8.585], [-6.357, -29.153, 9.067], [-7.468, -30.050, 10.052], [-9.028, -31.240, 9.341], [-8.330, -32.316, 8.063], [-10.682, -32.154, 7.800], [-9.755, -31.496, 6.453], [-11.295, -29.905, 8.532], [-11.588, -29.965, 6.738], [-10.154, -27.872, 7.191], [-9.556, -29.022, 6.114], [-8.797, -28.888, 8.995], [-7.783, -28.204, 7.712], [-7.810, -30.650, 5.912], [-6.315, -31.302, 6.546], [-6.599, -29.537, 6.407], [-3.885, -19.837, 2.605], [-5.173, -20.356, 1.915], [-6.437, -20.565, 2.799], [-6.947, -19.339, 3.418], [-7.534, -21.299, 1.914], [-8.253, -20.306, 0.971], [-6.331, -21.608, 3.936], [-5.829, -22.975, 3.439], [-4.757, -23.462, 4.152], [-4.213, -24.641, 3.447], [-3.510, -20.550, 3.347], [-4.193, -18.901, 3.115], [-3.057, -19.763, 1.883], [-4.960, -21.337, 1.540], [-5.515, -19.780, 0.969], [-7.147, -18.590, 2.653], [-6.197, -18.809, 3.999], [-7.804, -19.441, 4.025], [-8.275, -21.628, 2.643], [-7.033, -22.099, 1.417], [-7.785, -20.465, 0.009], [-8.147, -19.277, 1.341], [-9.280, -20.537, 0.915], [-7.349, -21.731, 4.351], [-5.652, -21.324, 4.668], [-5.528, -22.931, 2.391], [-6.683, -23.702, 3.455], [-5.031, -25.419, 3.474], [-3.383, -25.035, 4.014], [-4.067, -24.360, 2.397], [-13.926, -31.277, -2.529], [-14.327, -30.318, -1.725], [-14.301, -32.437, -1.923], [-14.490, -31.262, -3.773], [-12.108, -31.148, -2.749], [-11.601, -32.460, -3.147], [-11.922, -29.984, -3.645], [-11.637, -30.763, -1.351], [-11.293, -31.945, -0.296], [-12.191, -33.088, -0.322], [-9.852, -32.178, -0.193], [-11.757, -31.059, 1.215], [-11.326, -29.780, 1.119], [-13.047, -31.073, 1.591], [-11.088, -31.578, 2.227], [-8.279, -25.455, 5.268], [-8.071, -26.662, 4.860], [-8.868, -25.478, 6.440], [-7.194, -24.730, 5.434], [-9.375, -24.623, 4.000], [-9.516, -23.209, 4.316], [-8.590, -24.876, 2.755], [-10.747, -25.305, 4.195], [-11.347, -26.587, 3.468], [-11.595, -26.285, 2.079], [-10.671, -27.809, 3.810], [-12.863, -26.897, 4.355], [-12.751, -27.226, 5.679], [-13.810, -25.992, 4.356], [-13.430, -27.986, 3.681], [-3.714, -24.434, -1.377], [-3.419, -25.488, -2.110], [-2.559, -24.235, -0.655], [-3.857, -23.391, -2.137], [-5.124, -24.603, -0.233], [-4.909, -25.763, 0.568], [-5.113, -23.284, 0.401], [-6.323, -24.764, -1.244], [-7.224, -23.500, -1.620], [-8.030, -23.098, -0.515], [-6.503, -22.496, -2.299], [-8.376, -24.359, -2.741], [-7.848, -25.142, -3.638], [-9.230, -25.061, -2.031], [-9.125, -23.374, -3.348], [-2.756, -31.881, -0.952], [-2.649, -30.581, -0.666], [-2.601, -32.072, -2.284], [-1.704, -32.457, -0.382], [-4.366, -32.658, -0.650], [-5.184, -31.596, -1.232], [-4.242, -33.932, -1.248], [-4.649, -32.534, 0.928], [-4.074, -33.344, 2.118], [-4.873, -34.485, 2.397], [-2.681, -33.512, 2.121], [-4.376, -32.175, 3.549], [-3.786, -31.064, 3.226], [-5.599, -31.990, 3.895], [-3.753, -32.680, 4.573], [-3.677, -25.817, 7.214], [-2.916, -26.249, 6.156], [-2.854, -25.265, 8.114], [-4.524, -24.925, 6.786], [-4.589, -27.272, 7.943], [-5.376, -26.812, 9.053], [-5.339, -27.769, 6.824], [-3.431, -28.249, 8.405], [-2.815, -29.439, 7.545], [-3.573, -30.638, 7.582], [-2.356, -29.017, 6.269], [-1.336, -29.763, 8.556], [-1.781, -30.162, 9.734], [-0.452, -30.732, 8.067], [-0.656, -28.623, 8.759]]
}


{
  "formula": "C7H8BN4ReSSbSe4",
  "method": "ωB97M-V/def2-TZVPD",
  "orbital_gap_ev": [5.498, 5.499],
  "spin_multiplicity": 2,
  "charge": 2,
  "homo_ev": [-15.29, -15.30],
  "elements": ["Re", "B", "N", "C", "C", "C", "N", "N", "C", "C", "C", "N", "H", "H", "H", "H", "H", "H", "H", "H", "Se", "Sb", "Se", "Se", "Se", "S", "C"],
  "coordinates": [[0.572, -0.274, -1.023], [-1.450, 0.143, 2.024], [-0.332, 1.151, 1.600], [-0.042, 2.219, 2.314], [0.999, 2.933, 1.694], [1.287, 2.205, 0.579], [0.476, 1.105, 0.507], [-1.575, -1.043, 0.979], [-2.471, -1.979, 1.187], [-2.431, -2.937, 0.158], [-1.451, -2.503, -0.668], [-0.897, -1.323, -0.185], [-2.495, 0.721, 2.027], [-1.140, -0.343, 3.071], [-0.582, 2.425, 3.225], [1.456, 3.846, 2.033], [2.022, 2.386, -0.189], [-3.104, -1.927, 2.060], [-3.043, -3.816, 0.056], [-1.098, -2.946, -1.578], [3.494, -0.380, -4.913], [3.313, 1.102, -3.175], [0.239, 1.256, -2.689], [2.791, -0.738, -0.721], [4.022, 3.025, -2.152], [0.782, -2.639, -3.680], [0.658, -1.668, -2.542]]
}


{
  "formula": "C4H14N2",
  "method": "ωB97M-V/def2-TZVPD",
  "smiles": "C[C@@H]([NH3+])CC[NH3+]",
  "orbital_gap_ev": 13.020,
  "spin_multiplicity": 1,
  "relative_energy_kcal_mol": 35.7,
  "charge": 2,
  "homo_ev": -20.44,
  "elements": ["C", "C", "N", "C", "C", "N", "H", "H", "H", "H", "H", "H", "H", "H", "H", "H", "H", "H", "H", "H"],
  "coordinates": [[-1.551, -0.967, -1.544], [-0.900, -0.088, -0.508], [-1.497, -0.695, 0.856], [0.637, 0.010, -0.608], [1.251, 1.130, 0.175], [2.148, 0.798, 1.401], [-1.457, -0.908, -2.634], [-1.383, -2.034, -1.261], [-2.630, -0.833, -1.554], [-1.422, 0.878, -0.494], [-0.941, -1.500, 1.148], [-2.368, -1.124, 0.537], [-1.677, 0.037, 1.541], [0.844, 0.045, -1.678], [1.238, -0.901, -0.491], [1.889, 1.856, -0.381], [0.615, 1.947, 0.512], [2.695, -0.056, 1.279], [2.832, 1.561, 1.397], [1.677, 0.842, 2.305]]
}


Repeat the third record exactly.
{
  "formula": "C4H14N2",
  "method": "ωB97M-V/def2-TZVPD",
  "smiles": "C[C@@H]([NH3+])CC[NH3+]",
  "orbital_gap_ev": 13.020,
  "spin_multiplicity": 1,
  "relative_energy_kcal_mol": 35.7,
  "charge": 2,
  "homo_ev": -20.44,
  "elements": ["C", "C", "N", "C", "C", "N", "H", "H", "H", "H", "H", "H", "H", "H", "H", "H", "H", "H", "H", "H"],
  "coordinates": [[-1.551, -0.967, -1.544], [-0.900, -0.088, -0.508], [-1.497, -0.695, 0.856], [0.637, 0.010, -0.608], [1.251, 1.130, 0.175], [2.148, 0.798, 1.401], [-1.457, -0.908, -2.634], [-1.383, -2.034, -1.261], [-2.630, -0.833, -1.554], [-1.422, 0.878, -0.494], [-0.941, -1.500, 1.148], [-2.368, -1.124, 0.537], [-1.677, 0.037, 1.541], [0.844, 0.045, -1.678], [1.238, -0.901, -0.491], [1.889, 1.856, -0.381], [0.615, 1.947, 0.512], [2.695, -0.056, 1.279], [2.832, 1.561, 1.397], [1.677, 0.842, 2.305]]
}